Model 1:
DFT (wB97M-V/def2-TZVPD) results for a structure of composition H8O4Tl.

Structure (XYZ):
```
13
Properties=species:S:1:pos:R:3
Tl -0.0611 -0.1923 -0.5022
O -2.7282 0.0117 0.6640
H -3.2490 -0.7912 0.6482
H -3.1623 0.5666 1.3120
O 2.5390 0.8436 0.5551
H 3.1630 0.6761 -0.1512
H 3.0800 1.1345 1.2893
O 0.8667 2.2128 -1.7298
H 1.5109 2.8616 -1.4466
H 1.0782 2.0501 -2.6491
O -0.8739 -2.7606 0.7012
H -1.7775 -3.0318 0.5390
H -0.3858 -3.5811 0.7701
```

charge = +3
multiplicity = 1
E_HOMO = -24.94 eV
Kohn-Sham gap = 4.11 eV

---

Model 2:
DFT (wB97M-V/def2-TZVPD) results for a structure of composition H8O4Tl.

Structure (XYZ):
```
13
Properties=species:S:1:pos:R:3
Tl 0.0099 0.0332 0.0704
O 0.7425 1.9074 2.1021
H 0.4256 1.8064 3.0281
H 1.3719 2.6629 2.1232
O 0.1189 2.7090 -0.9345
H -0.1674 2.9919 -1.8371
H -0.0828 3.4745 -0.3482
O -0.5746 -2.7188 0.8367
H -0.0220 -3.2503 1.4523
H -1.2556 -3.3393 0.4967
O -0.3576 -1.8362 -2.0722
H -0.0129 -2.7390 -1.8787
H -0.1959 -1.7016 -3.0386
```

charge = +3
multiplicity = 1
E_HOMO = -25.04 eV
Kohn-Sham gap = 4.30 eV

---

Most stable pick: model 2. Distance to second place: 32.9 kJ/mol.

---

Model 1:
DFT (wB97M-V/def2-TZVPD) results for an isolated molecule of C20H28N4O4.

Structure (XYZ):
```
56
Properties=species:S:1:pos:R:3
C -7.2178 -0.6232 -2.2694
C -5.8754 -0.6561 -1.5521
H -5.1383 -0.0857 -2.1192
H -5.5161 -1.6849 -1.4852
C -5.9872 -0.0695 -0.1405
N -4.7226 -0.0996 0.5463
C -3.7152 0.7934 0.3814
C -2.6332 0.3666 1.1583
C -1.3400 0.9216 1.3199
C -0.6100 1.6672 0.4406
C -0.9673 1.8957 -0.8989
N -1.2194 2.0391 -2.0105
C 0.7121 2.1499 0.8632
O 1.1864 2.0164 1.9639
O 1.3592 2.7778 -0.1520
C 2.6564 3.2551 0.1412
H 2.8921 3.9990 -0.6238
C 3.7271 2.1627 0.1204
O 4.8176 2.3516 0.6192
N 3.3460 1.0281 -0.5071
C 4.0361 -0.2169 -0.6294
O 3.4623 -1.1265 -1.1823
N 5.2609 -0.2143 -0.1045
H 5.5703 0.6446 0.3401
C 6.1527 -1.3733 -0.0666
C 6.4517 -1.8299 -1.4966
H 6.9182 -1.0248 -2.0600
H 7.1224 -2.6846 -1.4844
H 5.5277 -2.1137 -1.9920
C 7.4346 -0.9196 0.6284
H 8.1408 -1.7436 0.6829
H 7.8976 -0.1035 0.0782
H 7.2203 -0.5809 1.6396
C 5.4866 -2.5029 0.7234
H 6.1453 -3.3655 0.7728
H 4.5604 -2.7944 0.2364
H 5.2616 -2.1738 1.7355
H 2.4222 1.0052 -0.9253
H 2.6819 3.7250 1.1308
H -0.8352 0.6855 2.2510
C -3.0576 -0.8266 1.8167
C -4.3215 -1.1061 1.3986
C -5.1965 -2.2540 1.7577
H -6.0868 -1.9214 2.2930
H -5.5133 -2.8044 0.8723
H -4.6447 -2.9305 2.4039
H -2.4572 -1.4167 2.4793
C -3.8901 2.0697 -0.3545
H -3.7102 1.9481 -1.4230
H -3.1797 2.8053 0.0138
H -4.8963 2.4638 -0.2173
H -6.7137 -0.6415 0.4402
H -6.3437 0.9622 -0.2033
H -7.5775 0.3990 -2.3620
H -7.1232 -1.0441 -3.2666
H -7.9607 -1.2001 -1.7226
```

charge = 0
multiplicity = 1
SMILES = CCCn1c(C)cc(/C=C(\C#N)C(=O)OCC(=O)NC(=O)NC(C)(C)C)c1C
E_HOMO = -8.29 eV
Kohn-Sham gap = 8.03 eV

---

Model 2:
DFT (wB97M-V/def2-TZVPD) results for an isolated molecule of C20H28N4O4.

Structure (XYZ):
```
56
Properties=species:S:1:pos:R:3
C 6.7094 2.3274 4.2837
C 6.8107 1.4911 3.0257
O 6.6447 2.3648 1.8697
N 5.3622 2.2178 1.3892
C 4.8060 1.2165 1.9396
C 3.4073 0.8173 1.5971
O 2.9034 -0.1622 2.1251
N 2.7804 1.6031 0.7014
C 1.4301 1.3103 0.2554
C 1.3940 0.2268 -0.8181
C -0.0124 -0.0898 -1.3128
C 0.0265 -1.0109 -2.5325
C -1.3768 -1.3884 -2.9966
C -2.2039 -1.9668 -1.8507
N -2.2033 -1.0558 -0.7098
C -3.1661 -0.0958 -0.5207
O -2.9078 0.9825 -0.0048
C -4.5696 -0.4266 -0.9116
C -5.1439 -1.6717 -0.7008
C -6.4796 -1.8913 -1.0015
C -7.2749 -0.8728 -1.5200
N -8.5929 -1.0525 -1.8506
C -6.6850 0.3845 -1.7223
O -7.5154 1.3526 -2.2332
C -5.3637 0.6050 -1.4112
C -0.8633 -0.7478 -0.2260
C 5.6952 0.4551 2.8786
C 6.1388 -0.8723 2.2655
H 6.8780 1.7044 5.1638
H 7.4500 3.1259 4.2734
H 5.7169 2.7749 4.3615
H 7.8007 1.0454 2.9244
H 3.3026 2.3677 0.3055
H 0.8544 1.0044 1.1282
H 0.9902 2.2345 -0.1216
H 2.0098 0.5494 -1.6636
H 1.8567 -0.6797 -0.4152
H -0.5131 0.8453 -1.5940
H 0.5815 -0.5349 -3.3449
H 0.5783 -1.9209 -2.2649
H -1.8893 -0.5000 -3.3800
H -1.3319 -2.1124 -3.8135
H -3.2226 -2.1520 -2.1754
H -1.7765 -2.9208 -1.5240
H -4.5530 -2.4743 -0.2783
H -6.9222 -2.8645 -0.8247
H -9.1193 -0.2846 -2.2204
H -9.0684 -1.9001 -1.6121
H -7.0342 2.1832 -2.2964
H -4.9271 1.5902 -1.5343
H -0.3915 -1.6886 0.0803
H -0.9634 -0.1118 0.6482
H 5.1895 0.2753 3.8282
H 5.2770 -1.5128 2.0844
H 6.6545 -0.7017 1.3185
H 6.8221 -1.3916 2.9387
```

charge = 0
multiplicity = 1
SMILES = C[C@@H]1ON=C(C(=O)NCC[C@H]2CCCN(C(=O)c3ccc(N)c(O)c3)C2)[C@H]1C
E_HOMO = -7.79 eV
Kohn-Sham gap = 8.52 eV

---

Most stable pick: model 1. Distance to second place: 121.1 kJ/mol.

---

Model 1:
DFT (wB97M-V/def2-TZVPD) results for a cluster of 2 separate species, CH6N2O in total.

Structure (XYZ):
```
10
Properties=species:S:1:pos:R:3
N -0.9278 1.0376 1.8554
H -1.6057 1.8186 1.9487
H -1.2414 0.4956 1.0981
H -0.8345 0.5258 2.6152
C 0.4387 -0.7089 -1.1629
N 1.3631 0.0324 -0.2808
O -0.7764 -0.6180 -0.9965
H 1.0337 -1.2663 -1.9938
H 2.2066 -0.3982 -0.1812
H 0.9736 0.5318 0.4404
```

charge = 0
multiplicity = 1
SMILES = NC=O.N
E_HOMO = -10.05 eV
Kohn-Sham gap = 11.13 eV

---

Model 2:
DFT (wB97M-V/def2-TZVPD) results for a cluster of 2 separate species, CH6N2O in total.

Structure (XYZ):
```
10
Properties=species:S:1:pos:R:3
N -0.6242 1.3708 1.1399
H -0.3752 2.3811 1.3019
H -0.7424 1.1385 0.0836
H -1.5993 1.3326 1.4621
C 0.6365 -0.8746 -1.3160
N 0.5484 -1.2600 -0.0070
O -0.0802 -0.0404 -1.7880
H 1.5293 -1.1911 -1.9762
H 0.8701 -2.0966 0.4863
H -0.1629 -0.7605 0.6134
```

charge = 0
multiplicity = 1
SMILES = NC=O.N
E_HOMO = -10.06 eV
Kohn-Sham gap = 11.16 eV

---

Model 3:
DFT (wB97M-V/def2-TZVPD) results for a cluster of 3 separate species, CH6N2O in total.

Structure (XYZ):
```
10
Properties=species:S:1:pos:R:3
C -0.9023 0.5108 -1.6543
N -0.4491 2.6016 0.9520
N 1.3357 -1.8563 1.4172
O -1.4572 3.1748 0.9579
H -1.4173 0.1010 -0.8976
H 0.0595 0.1830 -1.8518
H -1.5232 0.7791 -2.5629
H 0.5415 -1.5105 1.0112
H 2.1533 -1.2519 1.5215
H 1.6592 -2.7316 1.1069
```

charge = 0
multiplicity = 1
E_HOMO (spin up / spin down) = -6.93 / -6.93 eV
Kohn-Sham gap (spin up / spin down) = 4.83 / 4.83 eV

---

Most stable pick: model 2. Distance to second place: 21.4 kJ/mol.

---

Model 1:
DFT (wB97M-V/def2-TZVPD) results for a cluster of 2 separate species, C9H12N4 in total.

Structure (XYZ):
```
25
Properties=species:S:1:pos:R:3
C 0.0264 2.9268 -0.4882
C -0.4868 -2.9120 -0.0313
C 2.2825 0.7922 2.1000
C 1.7952 1.7989 1.6525
C 1.4582 1.4243 -1.6992
C -2.2493 -1.3409 -0.6944
C -0.9852 -1.3246 1.6591
C 0.4214 1.5798 -0.6894
C -0.8885 -1.5260 0.0792
N -0.0737 4.0582 -0.5968
N -0.1099 -3.9925 -0.0231
N -0.2480 0.6676 -0.0995
N 0.0758 -0.6295 -0.3873
H 2.3895 -0.2012 2.1370
H 0.4269 -0.8008 -1.2931
H 1.6358 2.7296 1.2607
H 2.1642 2.2041 -1.6871
H 1.9763 0.4300 -1.8136
H 1.0003 1.7274 -2.7185
H -3.1213 -1.5445 -0.1349
H -2.2702 -0.3910 -1.0029
H -2.2484 -1.9236 -1.5727
H -0.9183 -0.2212 1.7524
H -0.2054 -1.7593 2.2590
H -1.8474 -1.7716 2.0320
```

charge = 0
multiplicity = 1
SMILES = C/C(C#N)=N\NC(C)(C)C#N.C#C
E_HOMO = -9.50 eV
Kohn-Sham gap = 9.70 eV

---

Model 2:
DFT (wB97M-V/def2-TZVPD) results for an isolated molecule of C9H12N4.

Structure (XYZ):
```
25
Properties=species:S:1:pos:R:3
C -3.3942 -0.3545 -0.1517
C -1.2707 -0.8777 0.1954
C -1.4552 0.5510 0.0122
C 0.1896 -1.5545 0.2100
C 0.9155 0.8797 0.2052
C 0.5018 -2.8168 0.3430
C 1.9299 1.6263 0.5274
C -0.4570 2.8457 -0.1696
C 2.3919 -0.9389 -0.6295
N -2.7860 0.8061 -0.2640
N -2.5725 -1.4182 0.1872
N -0.4194 1.4143 0.0833
N 1.1167 -0.4669 -0.1581
H -4.3873 -0.5835 -0.3335
H 1.4336 -3.1691 0.4148
H -0.3487 -3.4369 0.6426
H 2.8241 1.1406 0.9554
H 1.8808 2.6155 0.7645
H -0.1693 3.3764 0.7958
H 0.2690 3.1056 -0.9502
H -1.4841 3.1325 -0.3689
H 2.0432 -1.9122 -1.1416
H 2.8578 -0.4486 -1.5575
H 3.1329 -1.1148 0.1387
H -2.7423 -2.4012 0.2491
```

charge = 0
multiplicity = 1
SMILES = C=C1c2[nH]cnc2N(C)C(=C)N1C
E_HOMO = -7.02 eV
Kohn-Sham gap = 7.86 eV

---

Model 3:
DFT (wB97M-V/def2-TZVPD) results for an isolated molecule of C9H12N4.

Structure (XYZ):
```
25
Properties=species:S:1:pos:R:3
C 0.5452 -1.3987 2.8703
C 1.1250 0.0188 -3.3843
C 0.1619 0.4007 -2.5589
C -1.6137 1.0716 1.2854
C -0.7508 -0.8911 -0.0601
C 1.5660 -0.6746 0.2161
C -1.2273 -0.3950 1.3898
C -0.0680 -0.2446 2.3359
C 0.4402 1.0189 -1.2197
N 0.9593 -2.3610 3.3400
N -0.5392 1.8201 1.9424
N 0.2389 1.0263 2.5371
N 0.4547 -0.1750 -0.3209
H 1.0046 -0.5324 -4.2988
H 2.2130 0.3900 -3.3389
H -0.9497 0.0743 -2.8287
H -1.7426 1.6001 0.3677
H -2.6822 1.3207 1.8420
H -0.3929 -1.9466 0.0886
H -1.5546 -0.6261 -0.6548
H 2.3429 -0.0175 0.2520
H 1.5910 -1.5902 0.5823
H -2.0176 -0.9542 1.6889
H -0.4790 1.6342 -0.7889
H 1.3749 1.4313 -1.2847
```

charge = 0
multiplicity = 1
E_HOMO (spin up / spin down) = -7.13 / -7.13 eV
Kohn-Sham gap (spin up / spin down) = 6.28 / 6.27 eV

---

Most stable pick: model 2. Distance to second place: 265.9 kJ/mol.

---

Model 1:
DFT (wB97M-V/def2-TZVPD) results for a cluster of 3 separate species, C6H13NO3 in total.

Structure (XYZ):
```
23
Properties=species:S:1:pos:R:3
O 1.6799 0.7062 -2.4997
C 0.5941 0.2626 -2.7880
C -0.3558 -0.2747 -1.7677
C -1.1916 0.8464 -1.1053
C -0.6428 1.2355 0.2455
C -1.2058 0.8650 1.3870
N -0.8166 1.3494 2.6592
C 0.3761 1.2452 3.0257
H 0.3034 0.1787 -3.8510
H -1.0763 -0.9320 -2.2643
H 0.1554 -0.9002 -1.0472
H -2.2168 0.5141 -0.9406
H -1.2058 1.7289 -1.7355
H 0.2000 1.9162 0.2592
H -1.9977 0.1308 1.4910
H 0.8143 1.3749 4.0136
H 1.1569 0.8431 2.3688
H -0.0139 -3.5755 0.4843
H -0.1807 -2.1162 0.2689
O -0.7102 -2.9209 0.3604
H 2.5958 -1.3894 0.7457
H 1.9793 -0.1590 0.0743
O 1.7589 -0.9290 0.6157
```

charge = 0
multiplicity = 1
SMILES = C=N/C=C/CCC=O.O.O
E_HOMO = -8.98 eV
Kohn-Sham gap = 9.43 eV

---

Model 2:
DFT (wB97M-V/def2-TZVPD) results for a structure of composition C6H13NO3.

Structure (XYZ):
```
23
Properties=species:S:1:pos:R:3
C -0.7346 -1.7762 -0.1820
C -0.4390 -0.2866 -0.3642
C -1.5568 0.6209 0.1160
C -2.9780 0.2829 0.0544
O -2.2778 0.2653 1.2916
N 0.8506 0.1267 0.2035
C 0.9432 0.0388 1.6561
H 0.1655 -2.3611 -0.4135
H -1.0482 -2.0090 0.8442
H -1.5235 -2.1055 -0.8704
H -0.3573 -0.0887 -1.4453
H -1.2965 1.6838 0.0773
H -3.7097 1.0878 -0.0566
H -3.2958 -0.6964 -0.3115
H 0.7337 -0.9767 2.0282
H 1.9543 0.3342 1.9634
H 0.2647 0.7533 2.1436
H 1.8482 -0.5365 -0.3734
C 2.1808 1.5251 -0.9058
O 2.7271 2.3737 -0.2363
H 1.5405 1.7367 -1.7804
O 3.0611 0.0878 -1.2481
H 2.9473 -0.0802 -2.1908
```

charge = 0
multiplicity = 1
E_HOMO = -9.10 eV
Kohn-Sham gap = 9.71 eV

---

Most stable pick: model 1. Distance to second place: 197.4 kJ/mol.

---

Model 1:
DFT (wB97M-V/def2-TZVPD) results for a cluster of 2 separate species, C2H3ClO2S in total.

Structure (XYZ):
```
9
Properties=species:S:1:pos:R:3
C -0.6543 -0.3851 0.7970
C -1.3534 -0.2110 -0.4457
O 0.3808 2.5222 0.0974
O -1.3710 -0.8327 -1.4966
S 1.2272 1.1928 0.2623
Cl -2.5505 1.0913 -0.2628
H -0.6952 -0.0055 1.8915
H 0.0215 -1.2394 0.6687
H 0.2900 3.1311 0.9473
```

charge = 0
multiplicity = 1
E_HOMO (spin up / spin down) = -9.65 / -9.65 eV
Kohn-Sham gap (spin up / spin down) = 7.91 / 7.91 eV

---

Model 2:
DFT (wB97M-V/def2-TZVPD) results for an isolated molecule of C2H3ClO2S.

Structure (XYZ):
```
9
Properties=species:S:1:pos:R:3
C 0.1025 0.6298 -0.2582
C -0.0965 -0.8862 -0.7421
O -2.4581 0.1757 -1.2795
O -0.6525 0.9485 -2.8728
S -1.0252 0.3306 -1.5975
Cl 1.5792 -1.9576 -1.3879
H 0.0499 0.7233 0.8792
H 1.0614 1.0946 -0.6080
H -0.5099 -1.7317 -0.0608
```

charge = 0
multiplicity = 1
SMILES = O=S1(=O)C[C@@H]1Cl
E_HOMO = -11.14 eV
Kohn-Sham gap = 10.24 eV

---

Most stable pick: model 1. Distance to second place: 71.3 kJ/mol.